{
  "formula": "C42H127N7O25",
  "method": "wB97M-V/def2-TZVPD",
  "species": ["O", "O", "O", "O", "O", "O", "O", "O", "O", "O", "O", "O", "O", "O", "O", "O", "O", "O", "O", "O", "O", "O", "O", "O", "O", "N", "N", "N", "N", "N", "N", "N", "C", "C", "C", "C", "C", "C", "C", "C", "C", "C", "C", "C", "C", "C", "C", "C", "C", "C", "C", "C", "C", "C", "C", "C", "C", "C", "C", "C", "C", "C", "C", "C", "C", "C", "C", "C", "C", "C", "C", "C", "C", "C", "H", "H", "H", "H", "H", "H", "H", "H", "H", "H", "H", "H", "H", "H", "H", "H", "H", "H", "H", "H", "H", "H", "H", "H", "H", "H", "H", "H", "H", "H", "H", "H", "H", "H", "H", "H", "H", "H", "H", "H", "H", "H", "H", "H", "H", "H", "H", "H", "H", "H", "H", "H", "H", "H", "H", "H", "H", "H", "H", "H", "H", "H", "H", "H", "H", "H", "H", "H", "H", "H", "H", "H", "H", "H", "H", "H", "H", "H", "H", "H", "H", "H", "H", "H", "H", "H", "H", "H", "H", "H", "H", "H", "H", "H", "H", "H", "H", "H", "H", "H", "H", "H", "H", "H", "H", "H", "H", "H", "H", "H", "H", "H", "H", "H", "H", "H", "H", "H", "H", "H", "H", "H", "H", "H", "H", "H", "H"],
  "coordinates": [[2.70824, 0.61327, 2.71061], [4.04853, 1.75909, -0.58073], [1.35610, -2.00250, -2.56060], [1.41761, -0.24657, -4.20503], [1.07008, -2.52862, 2.96456], [-2.44048, -2.36210, -2.03039], [1.34041, 5.34641, -2.53011], [3.84861, -3.68057, 0.32727], [0.59377, 2.57527, -0.81733], [-1.88550, -0.32109, 4.79349], [-3.24916, 6.45329, -1.25926], [0.08949, -8.42261, 0.69878], [-3.89834, 0.17100, -1.56532], [-2.96648, 3.68894, 6.48687], [-1.31518, -0.82217, 1.36827], [2.52405, 5.42650, -0.38506], [0.83051, 1.81919, -4.18579], [-2.24568, -5.60696, -6.34872], [0.32424, -3.32046, -1.19126], [-1.65615, -3.67065, -0.57059], [-2.99242, 0.10983, 0.42627], [-2.17815, 0.03591, -2.78515], [-0.36932, -2.04762, -5.17414], [-2.26252, 2.38074, 0.03027], [1.67057, 3.53827, -3.41547], [-0.38667, -5.75732, 3.05176], [0.13127, 7.12595, -1.13008], [5.12294, -0.73465, -1.58640], [0.48030, 1.84228, 4.67360], [-0.75900, 0.16528, -1.38317], [-1.82434, 1.64691, 3.56455], [-0.40802, -4.73800, -4.54218], [0.04703, -3.36722, 3.38788], [-0.16905, -4.48430, 2.34804], [-1.12779, -1.23582, -1.00043], [-2.10567, 2.77661, 5.73491], [3.83390, -0.17572, -2.04557], [-2.17861, 1.50429, 2.18135], [2.68488, -4.08955, -0.40861], [1.15415, 7.50065, -0.10942], [-2.72523, 2.49215, 4.37198], [1.52753, -1.54985, 3.92878], [0.99558, -9.10577, -0.17401], [5.09227, -2.13202, -1.17870], [-2.42705, 4.05931, 7.80557], [-3.29517, -4.64215, -6.27732], [0.81948, 1.82540, -2.01569], [-0.67654, -1.66311, 0.37691], [-0.65412, -0.27893, 5.58084], [4.32205, -2.27588, 0.16924], [-1.51303, -5.60398, -4.02822], [1.68636, 2.43954, 4.12991], [3.36778, 0.18977, 1.47592], [-1.01868, -0.86178, -5.65325], [-1.76648, 2.66187, 1.33497], [3.39535, 4.55529, 0.27580], [-0.69273, -6.78831, 2.16076], [0.50247, 0.32846, 4.66357], [0.58721, 0.29934, -1.84079], [-1.03367, -1.10783, 2.75511], [3.79446, 1.37502, -1.95806], [1.93578, 6.28987, 0.51808], [-4.35144, 5.86258, -1.98703], [-0.04291, -3.75905, -3.59811], [-0.72006, -2.41435, -3.84201], [2.12200, 1.93777, 2.71539], [-3.03557, -0.77701, 5.50206], [-1.99846, 5.95381, -1.63722], [-2.09927, -6.39451, -5.15876], [0.58928, -7.34739, 1.46394], [-2.45416, 3.50059, -0.85034], [3.43505, 2.97859, -0.18663], [0.75280, 4.00416, -1.06724], [-0.95837, 6.32518, -0.53944], [0.38441, -1.50410, 0.56976], [1.92946, -2.04249, 4.81412], [-3.34998, 4.08808, -0.64919], [-0.34034, -4.06940, -2.59645], [0.65182, -0.98455, 4.24764], [1.85435, -2.60430, -3.11360], [0.37160, -0.12615, 3.68158], [1.15016, 1.95620, 2.22217], [1.20017, 6.25432, -2.79890], [-2.26147, -4.21168, -0.06355], [2.85873, 3.70954, 0.70571], [-1.70181, 0.60767, 1.78533], [-0.43846, -1.31464, 5.84335], [3.97353, -0.70693, 1.60669], [1.77091, -9.56257, 0.44106], [-3.34458, -0.00354, 6.20516], [-4.80867, -0.07360, -1.39889], [-3.07451, 4.65557, 8.44851], [-2.62450, 3.07174, -1.83784], [1.21597, 2.61303, -3.81503], [2.97012, -4.59542, -1.33101], [-3.34960, -4.18541, -7.26552], [-0.79520, 0.28795, 6.50108], [2.75681, 6.75965, 1.05967], [-4.27999, -5.05760, -6.06374], [-2.09882, -0.83102, -5.79618], [2.96241, -0.55065, -1.50886], [-0.52324, 5.40115, -0.15875], [-3.25201, 1.37852, 2.03959], [6.08193, -2.58883, -1.17574], [2.01478, -4.74706, 0.14521], [-2.93647, 0.22349, -2.23199], [-3.17262, -2.70411, -2.54346], [-1.52404, 0.82540, 4.06955], [1.01105, -6.54838, 0.85418], [-1.80049, -2.55385, -3.80579], [0.67188, 8.20228, 0.57118], [-2.01590, 3.65145, 1.71787], [2.39907, 2.76829, 0.07906], [-5.24700, 5.91706, -1.36808], [-0.88512, -2.71416, 0.57656], [-1.09221, -6.25445, -3.26149], [-3.20604, -3.91225, -5.47271], [-1.35747, 6.95899, 0.25245], [0.31246, 2.18384, -2.91155], [0.58242, -9.97200, -0.69079], [1.30623, -0.13435, -1.14578], [1.85173, 8.03648, -0.75315], [2.59774, -0.12533, 0.77174], [-0.65181, -1.86981, -1.74849], [-3.82566, -0.98003, 4.77910], [-1.38036, -6.53720, 1.35318], [0.01207, 2.11380, -4.58527], [-2.94770, -1.72942, 6.02483], [-0.76436, -4.29490, -5.37692], [1.03998, -3.63485, -3.60381], [1.47641, 0.01148, 5.03650], [-1.60796, 6.28593, -2.59914], [1.35763, 5.67499, 1.20784], [0.96223, -2.56199, -1.89122], [-3.07884, -6.81606, -4.93330], [1.24199, 0.66081, -3.95591], [-0.89370, -2.87788, 3.64026], [-2.88125, 1.05905, 0.47972], [-1.47241, -7.22841, -5.47461], [2.32462, -0.90823, 3.55317], [1.66708, 5.40957, -1.63259], [-0.60304, -3.39116, -0.96458], [-1.25487, -7.57918, 2.65738], [2.52153, 2.31839, 4.81978], [-3.65204, 1.94312, 4.53833], [3.55915, 3.79596, -0.89699], [-2.45634, -1.41829, -2.18915], [3.50346, -1.61921, 0.46384], [0.67151, -4.58840, 1.66197], [0.03781, -1.00303, 2.92551], [-0.18377, 8.01214, -1.49820], [-1.87099, 4.87645, -1.74274], [-1.44252, -0.36960, 3.44501], [4.01005, 4.97001, 1.07471], [2.83598, 1.84887, -2.16993], [1.31060, -7.74123, 2.17994], [3.59130, -0.43947, -3.07497], [5.31679, -0.04989, -0.86971], [-0.67915, 2.59096, 1.30658], [1.70961, 3.52792, 4.07522], [1.67309, 4.22580, -1.60764], [-1.02732, -4.22414, 1.72855], [-2.22026, -3.15521, -1.14709], [2.40781, 3.13825, -2.95429], [-4.51982, 6.21924, -3.00317], [-3.45482, 0.02847, -0.72913], [4.53894, 1.76154, -2.65410], [1.43364, -8.43011, -0.90865], [-0.55409, -0.73173, -6.63067], [-0.01512, 4.44509, -1.70285], [-2.00311, 3.18740, 8.30370], [1.12997, -0.76224, -3.45165], [-2.21427, -1.28111, -1.07523], [4.56089, -2.53790, -2.03952], [-2.08194, 1.85712, 6.31979], [-3.06037, 3.40336, 3.87652], [-2.28893, -5.03469, -3.51637], [5.06387, -2.16482, 0.96012], [0.68090, 4.56082, -0.13287], [-4.12569, 4.79770, -1.93072], [0.45822, -5.99580, 3.55112], [-0.61734, 0.67656, -0.52374], [2.70196, 2.71917, 2.22430], [-0.81023, -0.02120, -4.99138], [1.51902, 4.36378, -2.95525], [0.59766, -0.04664, -2.87437], [-1.65263, 4.23927, -0.85230], [-2.14976, -0.24669, 0.70742], [-0.35261, -1.65715, -3.14939], [4.12556, 4.23251, -0.46630], [-1.42612, 0.32140, -2.26632], [0.29337, -3.75453, 4.37651], [-1.04310, 2.98935, 5.61741], [-1.15953, -2.14436, 3.06797], [0.66068, -4.21259, -1.10669], [2.02787, -3.27715, -0.71915], [3.90121, 0.99859, 0.97655], [-1.58869, 4.66188, 7.45608], [-0.32918, 2.14856, 4.15297], [1.85651, 1.85024, -2.35041], [3.84084, 3.27690, 0.78005]],
  "forces_ev_per_a": [[0.63, 1.80, -0.45], [1.59, -1.44, -2.30], [4.80, 2.19, -0.95], [2.28, -3.10, -2.10], [1.57, -0.28, -0.53], [-6.99, -3.95, -5.33], [-0.15, 11.00, -1.72], [-0.15, 0.35, 0.22], [0.23, 1.05, 0.48], [-0.80, -2.44, 6.59], [-0.87, -0.03, -0.69], [-0.27, -0.76, -1.24], [-7.61, 0.43, -1.05], [0.09, -0.32, 0.32], [3.76, -3.88, 1.70], [1.63, 3.38, -0.10], [-3.36, -1.44, -7.60], [-0.69, 0.35, 0.41], [3.14, -2.40, 2.99], [-4.66, -6.52, 4.07], [-3.56, 0.10, -0.11], [-2.97, -2.14, -9.13], [-1.04, 0.16, -0.17], [-0.18, 2.19, -0.27], [5.45, 0.21, -2.06], [-0.57, 2.10, 0.48], [0.74, -0.41, 0.89], [-0.10, 2.04, -0.40], [1.60, -0.47, 0.91], [6.58, -1.01, 9.21], [-0.44, 3.88, -1.00], [-1.77, -2.01, -0.53], [1.71, -2.50, 1.30], [0.19, 0.08, 1.11], [2.88, 3.32, 2.56], [-1.05, 0.25, 0.96], [-0.77, 0.32, -0.57], [-0.50, 0.50, 1.82], [1.10, 1.27, -0.28], [-0.19, -1.13, -1.87], [-0.15, -1.06, 0.25], [0.41, -5.11, 0.26], [0.51, 0.26, 0.96], [-1.84, 1.46, -0.04], [1.29, -0.26, -2.52], [-0.03, -0.39, -0.14], [-1.26, -1.55, 2.53], [1.65, 1.09, 1.75], [0.36, -0.15, -0.51], [0.12, -3.25, -0.69], [1.24, 0.70, -0.27], [1.60, -0.99, -0.13], [-1.22, 0.75, 0.92], [1.14, -0.01, -0.08], [1.29, 0.21, -0.41], [1.09, 14.29, 3.94], [0.50, -2.17, -1.17], [-1.53, 6.34, 2.44], [-0.45, 2.60, 0.23], [0.45, 1.59, -2.76], [1.73, -0.85, 1.01], [-0.58, 2.34, 1.01], [0.67, -0.87, 1.26], [-0.50, 0.15, -0.02], [-0.07, -0.29, -2.33], [-1.01, -0.52, 0.64], [-0.41, 0.20, -0.05], [1.62, 1.48, -0.11], [-0.29, -0.20, -1.21], [-1.66, -0.73, -0.04], [-0.16, -2.07, 1.34], [-0.28, -14.39, -3.90], [-1.63, -4.71, 1.39], [-0.33, 1.48, -1.07], [0.40, -0.01, -0.42], [0.15, -0.60, 0.31], [-0.02, -0.34, 0.87], [-0.02, -0.47, -1.54], [2.27, -5.26, -0.23], [0.48, 0.76, -0.06], [-0.45, 4.54, 0.31], [-0.06, -0.46, -0.80], [-0.15, 0.45, -0.57], [0.28, -0.53, 0.37], [-4.17, 5.16, 1.37], [-0.11, 2.12, 1.13], [0.21, -0.06, 0.14], [-0.01, 1.02, 1.27], [0.51, 0.22, 0.03], [-0.21, -0.05, 0.08], [-0.35, 0.11, -0.25], [-0.42, -0.36, -0.51], [0.44, -0.07, -0.15], [0.20, 1.01, -1.23], [0.21, -0.30, -0.16], [0.13, 0.25, 0.25], [0.08, 0.17, -0.16], [-0.17, 0.14, 0.49], [-0.16, -0.75, -0.18], [-0.36, -0.97, 0.26], [0.33, -0.22, 0.32], [-0.70, 0.98, 0.47], [-0.30, 0.03, 0.72], [-0.03, 0.16, 0.37], [0.57, -0.22, 0.60], [0.13, 0.84, -1.79], [-0.59, -0.55, -0.79], [-1.25, 2.03, -1.03], [0.36, -0.11, -0.17], [0.47, 0.11, -0.59], [0.53, -0.30, 0.85], [-0.51, 0.09, -0.05], [-0.61, -1.59, -0.91], [-0.01, 0.71, -0.11], [0.30, 1.59, 0.65], [-0.02, -0.28, 0.00], [0.73, 0.38, -0.11], [-0.77, -0.51, 0.29], [-1.76, -0.23, 3.57], [-0.86, 0.42, 0.10], [0.00, -0.09, -0.30], [0.50, 0.31, 0.57], [-0.38, 0.24, -0.13], [-0.63, 1.26, 1.14], [0.06, 0.47, -0.22], [0.05, 0.68, -0.02], [-0.27, -0.49, -0.67], [0.78, -0.04, 0.15], [0.27, 0.06, -0.33], [-0.65, -0.83, -0.49], [-0.20, 1.08, 0.69], [-0.30, 0.96, -0.30], [-0.39, 0.28, 0.40], [0.01, -0.17, 0.31], [-0.17, -0.07, 0.40], [0.37, -0.24, -1.19], [1.12, -2.59, 1.42], [-0.75, 0.09, -1.09], [0.24, 0.12, 0.16], [-0.80, -0.43, -0.36], [0.65, 2.13, 0.22], [0.20, -0.68, 0.22], [0.42, -0.40, 0.20], [0.22, -0.58, 0.21], [-0.48, -0.11, 0.15], [-4.44, -7.59, -5.69], [-0.35, 2.08, -3.28], [0.14, -0.60, -1.61], [0.25, 0.61, 0.07], [-1.37, -0.51, -2.20], [-0.58, -0.08, -0.08], [-1.20, 1.98, -1.68], [-0.31, -1.89, -3.40], [-0.19, 0.81, 1.09], [2.76, -1.17, 0.09], [0.27, 0.27, 0.24], [0.27, -0.08, -0.18], [0.97, -0.56, 0.71], [0.36, 0.47, -0.24], [-1.02, 0.20, -0.15], [-0.90, -4.25, 3.29], [-0.21, -0.35, 0.20], [-1.18, 1.06, -0.82], [0.67, 0.44, -0.56], [0.26, 0.16, 0.09], [0.80, -0.23, 2.44], [0.44, 0.31, 0.16], [0.08, 0.08, -0.03], [-0.03, 0.39, 0.03], [-0.38, -1.42, 0.29], [-0.31, -0.13, 0.26], [1.87, -2.14, -1.66], [2.44, 1.73, 3.65], [-0.28, -0.83, 0.35], [-0.10, -0.34, 0.05], [0.55, 0.15, -0.18], [-0.33, 0.39, 0.07], [0.08, -0.20, 0.15], [0.34, -1.32, -0.01], [-0.43, -0.02, -1.11], [0.06, 0.11, 0.24], [-1.21, 0.55, 0.57], [0.72, -0.20, 0.14], [0.17, -0.07, -0.16], [-0.31, 0.39, -1.79], [-1.02, 1.20, 2.78], [0.18, -2.83, 1.85], [-0.55, -0.47, 0.19], [-1.15, -0.42, -1.14], [4.25, 8.13, 4.31], [0.09, 1.93, -0.78], [0.56, -0.83, 0.14], [-0.20, 1.15, 0.42], [-2.31, 3.29, -2.44], [-0.09, -0.20, -0.02], [1.45, 0.25, 0.75], [0.08, -0.60, 0.81], [0.38, 0.40, 0.94], [0.07, -0.01, -0.52], [-3.32, -0.21, 0.68], [5.09, -5.14, 0.51]],
  "mulliken_charge": [-0.563, -0.586, -0.320, -0.826, -0.373, -0.748, -0.185, -0.598, -0.052, 0.528, -0.452, -0.358, -0.530, -0.478, -0.975, -0.519, -0.630, -0.374, -0.204, -0.523, -0.941, -0.829, -0.626, -1.149, -0.799, -0.385, -0.272, -0.416, -0.138, 2.068, 0.468, -0.315, 0.162, 0.450, -3.689, -0.381, -0.717, -1.812, 0.327, -1.204, -0.805, -0.152, -0.726, -0.660, -0.702, -0.398, -0.752, 1.593, -1.609, 1.860, -0.131, -2.196, -1.483, -0.271, 1.177, -1.353, -0.763, -0.443, 0.059, 0.308, 0.373, -0.267, -0.533, -0.765, 2.056, 0.869, -1.159, -0.009, -0.804, 0.535, -1.943, -0.326, -2.521, 0.789, -0.337, 0.222, 0.836, 0.261, 0.336, 0.424, -0.957, -0.236, 0.611, 0.425, -0.386, -1.044, 0.620, 0.976, 0.318, 0.264, 0.375, 0.290, 0.804, 0.705, 0.332, 0.245, 0.763, 0.391, 0.334, 0.248, -0.190, -0.488, 0.490, 0.278, -0.332, 0.687, 0.534, -0.104, -0.255, 0.461, 0.431, 1.053, -0.098, 0.334, -0.157, 0.385, 0.018, 0.618, 1.109, 0.264, -0.005, 0.419, -0.210, 0.997, 0.316, 0.079, 0.328, 0.281, 0.569, -0.746, 1.277, 0.587, 0.282, -0.838, 0.405, 0.358, 0.044, 0.549, 0.305, -0.141, -0.016, -0.596, 0.474, 0.562, 0.314, 1.334, 0.381, -1.282, 0.015, 0.341, 0.325, 0.906, -0.419, 0.395, -0.252, 0.374, 0.897, 0.368, -0.413, 0.470, 0.479, -0.275, 0.185, 0.211, 0.280, 0.435, 0.207, 0.253, 0.335, 2.356, 0.242, 0.603, 0.907, 0.321, -0.146, 0.543, -0.024, 0.784, 0.183, 0.274, 0.336, 0.048, 0.787, -0.215, 0.779, -1.546, -0.820, -0.161, -0.502, 0.444, 0.417, 0.680, 0.689, 0.244, -0.018, -0.728, 0.085, 0.303, 0.364, -0.560, 0.446],
  "lumo_energy_ev": 0.08,
  "homo_lumo_gap_ev": 7.43,
  "energy_ha": -3938.057825,
  "largest_force_ev_per_a": 14.907,
  "de_lowest_kcal_mol": 1371.1,
  "multiplicity": 1,
  "mol_weight_g_mol": 1130.50
}